(1)
Molecular formula: C3H10N3O
Method: DFT, wB97M-V/def2-TZVPD

The geometry in XYZ format:
```
17
Properties=species:S:1:pos:R:3:forces:R:3
N -1.918 -2.326 -0.961 -0.5 -0.3 -0.7
C -0.465 -2.038 -0.890 0.2 1.0 0.4
O -0.101 -1.412 0.255 -0.3 -0.6 -0.3
H -2.453 -1.469 -0.776 0.5 -0.4 0.1
H -2.171 -2.995 -0.242 0.1 0.2 0.2
H 0.087 -2.989 -1.076 -0.3 -0.1 0.1
H -0.263 -1.423 -1.816 -0.1 -0.1 0.3
C 1.443 1.396 0.827 -0.2 -0.4 0.1
C 0.222 1.630 0.367 -0.1 0.6 -0.6
N -0.181 2.975 -0.004 0.2 -0.2 -0.3
N 1.886 0.112 1.083 0.9 -0.1 0.6
H 2.144 2.219 0.909 0.1 0.1 0.3
H -0.407 0.792 0.095 -0.2 -0.2 0.3
H -1.105 3.123 0.385 -0.1 0.2 -0.3
H -0.255 2.999 -1.024 -0.3 0.2 0.4
H 1.156 -0.620 0.894 0.1 0.1 -0.2
H 2.381 0.027 1.973 -0.2 0.0 -0.5
```
Forces are in eV/Å.

## Properties
Energy above the lowest of the compared OMol25 structures with the same formula, charge and spin ... 33.4 kcal per mole
DFT total energy ... -359.7893 a.u.
HOMO level ... -3.127 eV
Total charge ... -1
Kohn-Sham gap ... 0.270 Eh

---

(2)
Molecular formula: C3H7NO
Method: DFT, wB97M-V/def2-TZVPD

The geometry in XYZ format:
```
12
Properties=species:S:1:pos:R:3:forces:R:3
C 0.826 -0.031 0.457 -0.8 -0.4 -0.2
C -0.333 -1.047 0.142 -0.7 -1.0 0.6
C -0.309 1.013 0.110 2.5 1.2 -0.5
H 1.334 0.049 -1.335 1.6 -0.4 1.3
H 1.315 0.013 1.421 -0.4 -0.2 0.4
H -0.237 -1.986 -0.466 0.5 0.5 1.1
H -0.903 -1.199 1.122 0.5 -0.1 -1.2
H -1.973 0.040 -0.820 1.8 -0.3 0.3
H 0.150 1.882 -0.450 -0.9 -0.6 0.5
H -0.821 1.358 1.013 -0.3 -0.1 -0.1
N -0.920 -0.019 -0.716 -2.2 0.8 0.0
O 1.871 -0.074 -0.478 -1.7 0.6 -2.2
```
Forces are in eV/Å.

## Properties
Energy above the lowest of the compared OMol25 structures with the same formula, charge and spin ... 56.1 kcal per mole
DFT total energy ... -248.4371 a.u.
SMILES ... OC1CNC1
HOMO level ... -9.439 eV
Total charge ... 0
Kohn-Sham gap ... 0.384 Eh

---

(3)
Molecular formula: C16H31NO3P2Ru
Method: DFT, wB97M-V/def2-TZVPD

The geometry in XYZ format:
```
54
Properties=species:S:1:pos:R:3:forces:R:3
Ru 0.267 -0.454 0.238 -4.8 0.7 -3.1
P -1.398 -1.139 -1.665 2.5 -0.1 0.8
P 0.918 0.504 2.198 0.2 0.6 0.5
N 0.861 0.788 -0.993 1.8 1.5 -1.0
H -0.675 -1.722 -0.183 -0.4 1.1 -0.2
C -2.357 0.104 -2.577 -0.3 0.1 0.0
H -2.985 -0.427 -3.320 0.3 0.4 0.3
H -1.653 0.786 -3.086 -0.3 -0.3 0.3
H -2.986 0.681 -1.880 0.2 -0.2 -0.4
C -2.438 -2.577 -1.342 -0.6 0.1 -0.4
H -2.963 -2.860 -2.257 -0.1 -0.3 0.2
H -3.153 -2.322 -0.549 0.0 -0.1 -0.2
H -1.805 -3.395 -0.976 -0.1 0.1 -0.2
C -0.083 -1.726 -2.827 -0.9 0.1 0.2
H -0.589 -2.381 -3.560 0.6 0.2 0.0
H 0.667 -2.265 -2.212 -0.4 0.3 -0.5
H 0.360 -0.828 -3.301 -0.1 -0.6 0.2
C 0.577 2.237 2.592 0.2 0.3 0.5
H 1.173 2.552 3.464 -0.1 0.0 -0.2
H -0.499 2.354 2.790 0.6 0.0 0.0
H 0.840 2.858 1.724 -0.1 -0.2 0.2
C 0.683 -0.428 3.726 0.5 0.2 0.5
H 1.409 -0.044 4.457 -0.3 -0.3 0.2
H 0.862 -1.498 3.533 -0.1 0.4 0.1
H -0.345 -0.275 4.086 0.4 -0.1 -0.1
C 2.705 0.434 1.819 0.2 0.1 0.7
H 3.262 0.646 2.738 0.3 0.0 -0.1
H 2.949 1.182 1.052 -0.1 -0.3 0.2
H 2.955 -0.576 1.456 0.0 0.4 0.1
C 1.963 0.970 -1.722 0.4 0.5 -0.9
C 3.276 2.285 -3.323 -0.8 -0.3 0.7
C 2.133 2.153 -2.529 0.7 -0.9 0.1
C 3.000 -0.016 -1.728 0.3 0.0 -0.4
C 4.133 0.148 -2.533 -1.0 -0.1 0.8
C 4.263 1.288 -3.315 -0.1 0.3 -0.2
H 3.382 3.167 -3.937 0.2 0.1 -0.1
H 1.338 2.889 -2.471 0.2 0.1 -0.2
H 2.872 -0.906 -1.093 0.0 0.4 -0.4
H 4.886 -0.631 -2.520 0.1 0.1 -0.1
H 5.141 1.408 -3.926 0.2 0.1 -0.2
C -3.097 1.283 1.924 3.4 -1.1 -2.1
O -2.030 1.733 1.422 -3.7 -0.4 1.7
C -4.357 1.142 1.019 0.6 -0.7 0.0
H -4.811 0.160 1.243 -0.2 0.7 0.3
H -3.968 0.956 -0.002 -0.2 0.8 0.4
H -5.104 1.950 1.030 0.4 -0.3 0.1
C -2.963 0.238 3.089 -1.1 1.0 -0.9
H -2.526 0.577 4.030 0.0 0.1 -0.3
H -2.376 -0.563 2.647 0.5 0.0 0.0
H -3.949 -0.192 3.221 -0.1 0.0 0.6
O 0.550 -3.431 2.004 1.0 -0.3 -0.6
C 0.611 -2.626 1.099 0.6 -0.6 -0.4
O 1.332 -2.415 0.017 -0.4 -1.6 2.1
H -0.254 -1.777 1.206 0.2 -1.6 1.2
```
Forces are in eV/Å.

## Properties
Energy above the lowest of the compared OMol25 structures with the same formula, charge and spin ... 104.1 kcal per mole
DFT total energy ... -1686.0722 a.u.
HOMO level (alpha / beta) ... -4.850 / -6.956 eV
Total charge ... 0
2S+1 ... 5
Kohn-Sham gap (alpha / beta) ... 0.188 / 0.237 Eh